Density functional theory data (the ωB97M-V functional and the def2-TZVPD basis) for 2 unconnected molecules or ions with the total composition F3HN2 in a non-equilibrium geometry.

The calculation puts the LUMO energy at -1.01 eV. The value obtained for the orbital gap is 0.37705 Ha. As for the molecular weight: 86.016 g mol⁻¹. For the energy above the lowest of the compared OMol25 structures with the same formula, charge and spin, the calculation gives 4.412 eV. The total charge is 0.

Last column: Löwdin charge in e.
Geometry (Å):
N 0.873 -0.679 0.571  -0.055
N 2.037 -0.190 0.182  -0.098
F 0.858 -2.015 0.223  -0.071
F 2.305 1.059 0.861  -0.017
F 2.277 0.168 -1.239  -0.066
H -0.404 -0.241 -0.135  0.307

Density functional theory data (the ωB97M-V functional and the def2-TZVPD basis) for 2 unconnected molecules or ions with the total composition C6H9O2 in a non-equilibrium geometry.

The calculation puts the LUMO energy at 1.18 eV. The value obtained for the orbital gap is 0.14981 Ha. As for the molecular weight: 113.136 g mol⁻¹. For the energy above the lowest of the compared OMol25 structures with the same formula, charge and spin, the calculation gives 6.471 eV. The total charge is -1.

Last column: Löwdin charge in e.
Geometry (Å):
O -3.755 0.653 -0.596  -0.030
C -2.628 0.471 -0.070  -0.719
O -2.341 0.636 1.146  -0.064
C -1.642 -0.079 -1.033  0.139
C -0.208 0.061 -1.132  -0.214
C 0.685 -0.712 -0.164  -0.271
C 2.992 0.030 0.089  -0.166
C 2.146 -0.676 -0.636  -0.249
H -2.135 -0.581 -1.863  0.115
H 0.187 -0.068 -2.144  0.099
H -0.682 0.122 2.548  0.012
H -0.061 1.130 -0.860  0.149
H 0.684 -0.379 0.885  0.048
H 0.316 -1.735 -0.106  0.093
H 2.543 0.557 0.959  0.029
H 4.039 0.251 -0.030  0.000
H -0.142 0.316 3.004  0.032

Density functional theory data (the ωB97M-V functional and the def2-TZVPD basis) for 6 unconnected molecules or ions with the total composition C14H10Cl15NO7 in a non-equilibrium geometry.

The calculation puts the LUMO energy at -1.17 eV. The value obtained for the orbital gap is 0.35119 Ha. The SMILES is CC(=O)OC(=O)CC1=C(N=C=O)C(=O)OC1=O.ClC(Cl)Cl.ClC(Cl)Cl.ClC(Cl)Cl.ClC(Cl)Cl.ClC(Cl)Cl. As for the molecular weight: 836.029 g mol⁻¹. The total charge is 0.

Last column: Löwdin charge in e.
Geometry (Å):
C 3.985 0.898 0.200  -0.044
C 2.880 1.130 -0.861  -0.601
O 3.186 1.362 -1.984  0.116
O 1.513 1.087 -0.469  0.045
C 1.123 2.412 -0.326  -0.400
O 1.850 3.160 0.265  0.157
C -0.182 2.943 -0.942  0.006
C -1.408 2.437 -0.215  -0.029
C -1.916 1.238 0.093  -0.102
N -1.433 -0.056 -0.227  0.208
C -2.287 -0.628 -0.928  -0.561
O -3.179 -1.271 -1.297  0.001
C -3.177 1.487 0.904  -0.375
O -3.844 0.621 1.377  0.183
O -3.421 2.830 1.053  0.122
C -2.387 3.437 0.368  -0.382
O -2.251 4.608 0.202  0.183
H 4.317 1.895 0.513  0.099
H 4.780 0.355 -0.298  0.056
H 3.583 0.363 1.061  0.034
H -0.189 2.764 -2.016  0.091
H -0.145 4.016 -0.732  0.132
Cl -2.396 -0.336 -3.475  0.706
C -2.176 0.952 -4.678  -1.483
Cl -3.480 0.901 -5.863  0.546
Cl -2.116 2.539 -3.915  0.579
H -1.240 0.785 -5.197  0.019
Cl 2.007 -4.341 2.953  0.526
C 2.413 -2.650 3.256  -1.535
Cl 4.143 -2.469 3.563  0.530
Cl 1.915 -1.639 1.899  0.540
H 1.876 -2.324 4.138  0.014
Cl 3.307 -1.423 -1.279  0.690
C 4.032 -2.795 -2.126  -1.488
Cl 5.466 -3.361 -1.267  0.539
Cl 2.880 -4.113 -2.334  0.533
H 4.335 -2.459 -3.110  0.019
Cl -4.600 1.617 5.774  0.535
C -3.258 1.787 4.642  -1.543
Cl -3.159 3.442 4.034  0.570
Cl -1.735 1.311 5.405  0.520
H -3.437 1.126 3.802  -0.013
Cl -1.144 -5.297 -2.026  0.531
C -1.125 -4.736 -0.352  -1.503
Cl -1.623 -3.044 -0.261  0.687
Cl -2.168 -5.741 0.654  0.539
H -0.115 -4.815 0.023  0.001

Density functional theory data (the ωB97M-V functional and the def2-TZVPD basis) for 11 unconnected molecules or ions with the total composition C11H44N22O11 in a non-equilibrium geometry.

The calculation puts the LUMO energy at -0.20 eV. The value obtained for the orbital gap is 0.32015 Ha. The SMILES is NC(N)=O.NC(N)=O.NC(N)=O.NC(N)=O.NC(N)=O.NC(N)=O.NC(N)=O.NC(N)=O.NC(N)=O.NC(N)=O.NC(N)=O. As for the molecular weight: 660.616 g mol⁻¹. For the energy above the lowest of the compared OMol25 structures with the same formula, charge and spin, the calculation gives 6.944 eV. The total charge is 0.

Last column: Löwdin charge in e.
Geometry (Å):
N 2.112 1.031 1.091  0.220
C 2.811 0.137 0.570  -0.778
N 4.082 0.456 0.552  0.192
O 2.367 -0.853 0.029  0.001
H 1.114 0.938 0.967  0.121
H 2.442 1.900 1.488  0.122
H 4.702 -0.150 0.033  0.129
H 4.382 1.276 1.059  0.117
N 1.029 4.361 0.261  0.179
C 1.055 5.645 0.081  -0.878
N 2.200 6.075 0.315  0.185
O 0.094 6.298 -0.169  0.074
H 1.960 3.976 0.338  0.084
H 0.307 4.107 -0.398  0.084
H 3.002 5.529 0.597  0.119
H 2.262 7.064 0.508  0.131
N 3.643 2.053 -2.595  0.156
C 2.816 3.064 -2.546  -0.717
N 1.695 2.573 -2.912  0.164
O 2.977 4.298 -2.246  -0.039
H 4.615 2.176 -2.352  0.112
H 3.239 1.128 -2.591  0.071
H 0.872 3.150 -3.012  0.071
H 1.711 1.623 -3.255  0.064
N -0.995 -4.361 3.621  0.164
C -2.155 -3.796 3.456  -0.809
N -2.948 -4.319 4.278  0.166
O -2.445 -2.740 2.896  0.013
H -1.127 -5.361 3.659  0.118
H -0.089 -4.007 3.346  0.060
H -3.922 -4.178 4.054  0.138
H -2.504 -5.021 4.853  0.125
N 1.516 -4.014 -0.428  0.177
C 2.643 -4.525 -0.281  -0.782
N 2.693 -5.385 0.759  0.150
O 3.645 -4.151 -0.851  0.045
H 1.521 -3.367 -1.203  0.090
H 0.763 -4.647 -0.198  0.135
H 3.331 -5.168 1.511  0.083
H 1.802 -5.658 1.151  0.086
N -4.540 2.017 0.768  0.149
C -4.256 2.453 1.985  -0.765
N -3.064 2.022 2.376  0.168
O -5.066 3.042 2.666  0.031
H -5.509 1.769 0.629  0.113
H -3.840 1.623 0.155  0.051
H -2.832 2.028 3.359  0.112
H -2.473 1.507 1.739  0.060
N 2.272 -1.965 -4.568  0.195
C 2.223 -1.301 -3.423  -0.688
N 2.732 -1.984 -2.422  0.166
O 1.883 -0.165 -3.218  -0.012
H 2.770 -2.843 -4.604  0.121
H 2.067 -1.426 -5.398  0.126
H 2.649 -1.612 -1.487  0.042
H 3.413 -2.723 -2.515  0.101
N -0.724 -1.205 -0.314  0.201
C -0.952 0.059 -0.651  -0.672
N -0.099 0.644 -1.518  0.216
O -1.791 0.718 -0.033  -0.050
H -1.282 -1.702 0.365  0.102
H -0.091 -1.832 -0.790  0.087
H -0.387 1.583 -1.752  0.078
H 0.729 0.293 -1.977  0.050
N 1.225 -2.611 2.320  0.179
C 2.072 -3.130 3.188  -0.809
N 1.577 -3.049 4.398  0.154
O 3.048 -3.704 2.920  0.093
H 1.521 -2.447 1.368  0.070
H 0.518 -2.037 2.758  0.105
H 0.778 -2.472 4.621  0.114
H 2.013 -3.585 5.135  0.128
N -4.112 -0.859 -0.770  0.166
C -4.943 -1.311 -1.654  -0.817
N -5.825 -2.097 -1.146  0.165
O -4.788 -1.049 -2.830  0.041
H -3.966 -1.314 0.119  0.117
H -3.423 -0.190 -1.085  0.083
H -6.080 -1.733 -0.239  0.113
H -6.584 -2.274 -1.788  0.122
N -2.245 5.488 -2.084  0.180
C -1.679 4.296 -1.990  -0.748
N -2.074 3.576 -0.972  0.192
O -0.731 3.931 -2.655  0.014
H -1.662 6.210 -2.482  0.122
H -3.176 5.631 -1.721  0.114
H -1.724 2.636 -0.861  0.062
H -2.789 3.941 -0.359  0.113

Density functional theory data (the ωB97M-V functional and the def2-TZVPD basis) for 2 unconnected molecules or ions with the total composition C4H13NOS in a non-equilibrium geometry.

The calculation puts the LUMO energy (alpha / beta) at -3.33 / -8.42 eV. The value obtained for the orbital gap (alpha / beta) is 0.35999 / 0.17289 Ha. As for the spin multiplicity: 2. As for the molecular weight: 123.221 g mol⁻¹. As for the expectation value of S²: 0.753. For the energy above the lowest of the compared OMol25 structures with the same formula, charge and spin, the calculation gives 0.853 eV. The total charge is +1.

Last column: Löwdin spin population.
Geometry (Å):
C 0.155 0.905 -1.555  0.001
C 0.952 0.066 -0.539  0.006
C 0.744 0.271 0.963  0.089
S 1.972 -0.695 1.823  0.761
C 1.326 -0.915 3.544  0.067
N -1.265 0.964 -1.188  0.001
H 0.262 0.360 -2.493  0.000
H 0.638 1.873 -1.707  0.000
H 2.012 0.199 -0.803  0.000
H 0.833 -0.994 -0.780  0.001
H -0.259 -0.126 1.175  0.016
H 0.767 1.283 1.376  0.026
H 0.389 -1.468 3.544  0.015
H 2.090 -1.479 4.071  -0.001
H 1.235 0.111 3.894  0.019
H -1.695 1.748 -1.661  0.000
H -1.344 1.168 -0.209  0.000
H -2.613 -0.422 -2.875  0.000
H -3.559 -1.556 -3.283  0.000
O -2.637 -1.293 -3.296  0.000

Density functional theory data (the ωB97M-V functional and the def2-TZVPD basis) for 4 unconnected molecules or ions with the total composition C2H15N2O3 in a non-equilibrium geometry.

The calculation puts the LUMO energy at -2.87 eV. The value obtained for the orbital gap is 0.40706 Ha. As for the molecular weight: 115.153 g mol⁻¹. For the energy above the lowest of the compared OMol25 structures with the same formula, charge and spin, the calculation gives 3.368 eV. The total charge is +1.

Last column: Löwdin charge in e.
Geometry (Å):
N 0.766 -0.691 0.006  0.157
C 0.564 -0.731 -1.521  -0.168
C 0.959 0.604 -2.357  -0.231
N 1.203 1.600 -1.233  -0.032
H 1.417 -1.360 0.417  0.149
H 1.031 0.221 0.305  0.076
H -0.178 -0.961 0.580  0.205
H 1.012 -1.690 -2.189  0.185
H -0.473 -0.664 -1.891  0.053
H 1.776 0.321 -3.064  0.103
H 0.018 0.738 -3.036  0.138
H 1.179 2.507 -1.672  0.062
H 2.306 1.479 -1.120  0.144
H 0.488 0.768 2.733  0.125
H 1.236 -0.163 3.586  -0.057
O 0.876 -0.216 2.804  -0.033
H -2.471 0.225 2.921  0.040
H -1.951 1.578 2.768  -0.003
O -1.877 0.750 2.424  0.007
H -2.558 -1.817 -1.509  0.072
H -2.440 -0.867 -0.348  0.071
O -1.913 -1.273 -1.055  -0.063